# 1
Molecular formula: C10H6NO5SYb
Method: DFT, the ωB97M-V functional and the def2-TZVPD basis

Structure (XYZ):
```
24
Properties=species:S:1:pos:R:3:forces:R:3
O 0.1792 5.2429 -2.1150 -0.116 1.081 0.373
C 0.2943 4.2149 -2.5247 0.119 -1.135 -0.351
Yb 0.8378 -0.5462 -1.0069 1.660 -0.069 1.523
C 0.6206 -3.3278 -1.8230 -0.221 -4.264 -4.541
O 0.5029 -4.1017 -2.6954 0.582 3.634 4.886
C 0.9154 -1.7112 -4.2707 -0.412 1.904 -2.883
O 1.0949 -1.1744 -5.2607 -0.386 -1.358 2.132
C 3.0178 -1.9919 -3.0967 2.175 -0.247 -0.864
O 3.7474 -2.2921 -3.9125 -1.385 0.443 1.589
C -1.0441 -1.4921 -2.1149 -7.310 -1.910 -3.206
O -2.0419 -1.8775 -2.5917 5.467 1.955 2.575
H 1.0200 1.5305 -0.4219 -0.061 -0.602 -0.280
S 0.7599 -1.7643 1.5619 0.840 -0.950 -1.737
C -0.0092 -0.4255 2.1813 -1.493 3.531 0.962
N -1.3305 -0.5518 2.5960 1.193 -1.350 -0.211
C -2.0848 0.4313 3.0987 1.760 2.530 -0.031
C -1.5611 1.7380 3.1838 -0.027 -1.375 -0.400
C -0.2301 1.9481 2.7376 -1.748 0.601 0.928
C 0.5404 0.9336 2.2915 0.176 -3.310 -1.466
H -1.7007 -1.5245 2.5627 0.239 1.010 0.065
H -3.0520 0.1944 3.4196 -1.248 -0.416 0.352
H -2.1818 2.5565 3.5530 0.266 -0.365 -0.078
H 0.1634 2.9399 2.7865 0.252 0.502 -0.024
H 1.5424 1.0507 1.8614 -0.322 0.160 0.690
```
Forces are in eV/Å.

Total charge = +2
Spin multiplicity = 2
Orbital gap (spin up / spin down) = 7.0 / 5.2 eV
Energy relative to the best compared isomer or geometry (same formula, charge and spin) = 1.620 eV
Highest occupied orbital energy (spin up / spin down) = -15.6 / -15.6 eV



# 2
Molecular formula: C8H10N2OS2
Method: DFT, the ωB97M-V functional and the def2-TZVPD basis

Structure (XYZ):
```
23
Properties=species:S:1:pos:R:3:forces:R:3
C 1.2036 1.5320 2.0645 -2.588 -0.030 1.719
C 0.9835 1.0850 0.6547 -2.758 -1.457 -0.068
O 1.3194 1.6355 -0.3488 0.933 0.888 0.164
C 0.1766 -0.2881 0.4910 0.170 1.383 0.532
N 1.2169 -1.2146 0.4721 2.429 -1.316 -1.057
C 2.1467 -1.2511 -0.3090 -0.344 -0.461 1.155
S 3.4303 -1.3787 -1.1833 0.185 -0.078 -0.169
C -0.7002 -0.3847 -0.7264 -0.101 0.320 -0.095
C -1.8710 0.5408 -0.4443 0.543 1.196 -3.413
C -0.0356 -0.0425 -1.9905 -0.746 -1.096 -1.221
S -1.1282 -2.1543 -1.1072 0.065 0.453 -0.634
C -1.7194 -2.4736 0.3918 -0.246 -0.384 0.329
N -2.0822 -2.5278 1.4747 -0.499 -0.259 1.245
H 2.1134 1.0593 2.3723 1.024 0.528 0.364
H 0.4222 1.1268 2.9089 1.544 0.762 -2.535
H 1.0875 2.6365 2.0560 0.946 -0.672 0.337
H -0.4338 -0.4582 1.3492 -0.312 -0.104 0.794
H -2.2061 0.1869 0.4415 -2.144 -0.625 2.745
H -2.6460 0.6817 -1.2693 0.959 -0.720 1.165
H -1.4393 1.5432 -0.3058 -0.108 -0.204 0.120
H -0.0027 0.9694 -2.1233 0.368 2.672 -0.222
H 0.9341 -0.4494 -2.1608 0.484 -0.491 -0.204
H -0.7696 -0.3743 -2.7078 0.197 -0.303 -1.053
```
Forces are in eV/Å.

Total charge = 0
Orbital gap = 9.6 eV
Energy relative to the best compared isomer or geometry (same formula, charge and spin) = 1.859 eV
Highest occupied orbital energy = -9.3 eV



# 3
Molecular formula: C4H14NOV
Method: DFT, the ωB97M-V functional and the def2-TZVPD basis

Structure (XYZ):
```
21
Properties=species:S:1:pos:R:3:forces:R:3
C 2.1986 -0.9256 -0.4989 -0.084 -1.455 0.595
V 0.5072 -0.0515 0.1960 -2.156 2.486 -0.117
N -0.6215 -0.9004 -1.4318 -0.178 -0.263 -0.940
H 1.8449 0.4959 0.9086 -0.305 1.288 0.994
H 1.3990 -1.2857 0.4264 2.395 -2.263 -0.307
H 3.1781 -0.8067 -0.0391 -0.215 -0.072 -0.118
H 1.9392 0.0313 -1.0051 0.091 0.607 -0.518
H 2.2353 -1.7230 -1.2434 -0.121 -0.093 0.021
H -1.2371 -0.2311 -1.8951 0.000 -0.063 0.107
H -1.2254 -1.6579 -1.1074 0.013 0.090 0.036
H -0.0475 -1.3143 -2.1761 -0.225 0.158 0.270
C -3.4334 1.5761 1.8241 -0.069 0.187 0.084
C -1.9668 1.6921 1.5462 0.392 -0.881 -1.003
C -1.1924 2.7079 2.3199 -0.013 0.206 0.168
O -1.4471 0.9446 0.6780 0.161 0.578 1.177
H -3.7395 2.3654 2.5109 -0.141 -0.186 -0.120
H -3.6517 0.6048 2.2856 0.098 0.106 -0.156
H -4.0125 1.6526 0.8975 0.161 -0.114 0.102
H -0.4774 2.2190 2.9976 -0.088 0.049 -0.275
H -0.6380 3.3807 1.6525 -0.018 -0.309 0.070
H -1.8853 3.3017 2.9216 0.304 -0.054 -0.071
```
Forces are in eV/Å.

Total charge = +1
Spin multiplicity = 2
Orbital gap (spin up / spin down) = 8.4 / 8.2 eV
Energy relative to the best compared isomer or geometry (same formula, charge and spin) = 0.593 eV
Highest occupied orbital energy (spin up / spin down) = -12.1 / -11.8 eV



# 4
Molecular formula: C2H8N2O3S
Method: DFT, the ωB97M-V functional and the def2-TZVPD basis

Structure (XYZ):
```
16
Properties=species:S:1:pos:R:3:forces:R:3
C -1.1307 1.0987 -0.6074 -2.220 -4.614 -4.445
C -0.0288 0.0927 -0.4341 3.602 -0.365 1.648
N 1.3177 0.5557 -0.7616 -2.111 2.262 -0.078
N 0.0050 -1.2803 -0.8395 -3.334 0.198 0.555
S -0.1180 -0.0469 1.4449 1.400 0.611 -0.407
O -1.2906 -0.7634 1.7515 -1.680 -1.115 0.613
O 0.1010 1.2304 2.0912 0.522 -1.077 -0.529
O 1.1455 -0.9963 1.7085 0.507 1.037 0.865
H -2.0597 0.5526 -0.3062 0.558 0.825 0.304
H -1.3302 1.2616 -1.6997 0.533 0.410 0.864
H -0.9335 1.9181 -0.0695 0.488 3.182 1.830
H 2.0803 -0.0535 -0.9110 0.293 -1.046 0.353
H 1.5312 1.2897 -0.1181 0.734 0.567 0.038
H -0.9575 -1.5339 -1.0913 0.754 -0.538 -0.127
H 0.6483 -1.4256 -1.5690 0.482 -0.150 -1.207
H 1.0200 -1.8996 1.4113 -0.529 -0.189 -0.277
```
Forces are in eV/Å.

Total charge = 0
Orbital gap = 10.0 eV
Energy relative to the best compared isomer or geometry (same formula, charge and spin) = 0.724 eV
Highest occupied orbital energy = -9.5 eV



# 5
Molecular formula: C32H61F6NO10
Method: DFT, the ωB97M-V functional and the def2-TZVPD basis

Structure (XYZ):
```
110
Properties=species:S:1:pos:R:3:forces:R:3
C 1.5651 -4.7857 2.5568 -0.054 0.643 -0.383
C 0.7654 -3.6038 1.9661 0.997 -2.072 -0.346
O 0.5640 -2.6251 2.9772 -0.839 0.370 -0.064
C 1.4935 -1.7072 3.0972 0.432 0.286 0.711
O 2.5301 -1.6486 2.5153 0.549 0.048 -0.486
C 1.1303 -0.5943 4.1261 -0.996 -1.965 -0.548
F 0.9355 0.4964 3.4092 0.171 1.056 0.138
F -0.0040 -0.8974 4.7605 -0.490 0.171 0.143
F 2.0455 -0.4380 5.0470 0.887 0.490 0.170
H 1.7088 -5.5616 1.8040 -0.293 -0.048 0.010
H 1.0280 -5.1753 3.4183 0.174 -0.161 0.061
H 2.5711 -4.4575 2.8177 -0.084 0.054 0.287
H -0.1925 -4.0001 1.6363 -0.292 0.494 0.212
H 1.3116 -3.2428 1.0950 -0.133 0.556 0.154
C 4.3953 6.5969 1.2315 -0.408 0.052 -0.434
C 4.9660 5.3677 0.5536 0.591 0.725 0.033
O 4.5998 4.2491 1.3779 -0.111 0.038 0.115
C 4.9627 3.0537 0.9546 -0.284 0.161 -0.230
O 5.5872 2.8012 -0.0261 0.396 -0.111 -0.365
C 4.3432 1.9618 1.8288 -0.417 -0.495 0.245
F 4.1029 2.3949 3.0668 0.047 -0.139 0.057
F 3.1614 1.5877 1.2873 0.056 0.240 -0.001
F 5.1047 0.8784 1.8765 0.167 0.155 0.078
H 3.3090 6.4965 1.2311 -0.018 0.115 0.263
H 4.6231 7.5076 0.6766 0.125 -0.124 -0.159
H 4.7525 6.7515 2.2468 0.034 -0.279 0.044
H 6.0510 5.4300 0.4541 0.044 -0.201 0.245
H 4.6034 5.2404 -0.4665 -0.313 -0.160 0.106
C 2.6344 -5.7124 -2.9224 -0.199 -0.001 -0.222
C 2.3336 -4.2400 -2.6708 0.389 0.300 0.190
N 3.1839 -3.2671 -3.3788 0.222 -0.081 -0.112
C 3.3353 -3.6032 -4.7991 -1.718 0.062 0.099
C 4.6272 -4.2772 -5.1494 0.487 -0.787 -0.886
C 2.6841 -1.8973 -3.1800 0.650 -0.652 1.459
C 2.4844 -1.6144 -1.6821 -0.409 -0.224 0.346
H 3.6983 -5.9419 -2.8755 0.033 0.155 0.083
H 2.2577 -6.0636 -3.8839 0.054 0.013 -0.018
H 2.1389 -6.3002 -2.1485 -0.046 -0.020 -0.032
H 1.2835 -3.9858 -2.8693 -0.176 -0.369 0.000
H 2.5059 -4.0869 -1.6046 -0.120 0.111 0.018
H 2.4327 -4.1659 -5.0988 0.404 -0.715 0.069
H 3.1055 -2.7585 -5.4624 0.870 0.529 0.411
H 4.6235 -4.5365 -6.2159 0.148 0.508 -0.090
H 5.4954 -3.6644 -4.9100 -0.071 0.148 -0.107
H 4.8238 -5.2653 -4.7252 -0.424 0.232 0.599
H 1.7031 -1.7844 -3.6557 0.140 0.464 -0.465
H 3.4914 -1.2343 -3.4848 -0.406 0.228 -0.751
H 3.3091 -1.9687 -1.0605 0.145 -0.097 -0.232
H 1.5820 -2.1293 -1.3431 0.006 0.094 0.125
H 2.3583 -0.5618 -1.4193 -0.022 0.106 -0.430
C -1.9147 4.8888 2.6594 -1.138 -0.091 -0.254
C -0.5910 5.2310 3.2677 -0.057 0.091 0.104
C 0.6510 5.0172 2.4402 0.381 -0.788 -0.701
O -0.5199 5.6578 4.3928 0.157 0.107 0.225
H -2.6944 4.7723 3.4144 0.414 -0.421 0.344
H -1.8215 3.9969 2.0469 -0.221 0.025 -0.022
H -2.4130 5.6463 2.0450 0.823 0.289 -0.303
H 1.5274 4.7610 3.0339 -0.007 0.765 0.316
H 0.7879 5.8807 1.7854 0.264 0.184 0.277
H 0.6238 4.1695 1.7468 -0.675 0.025 0.004
C -0.1414 5.3195 -2.7053 0.063 0.858 0.181
C -0.6439 3.9061 -2.5064 -0.460 0.101 0.221
C 0.1522 2.8244 -3.1489 0.662 -0.444 0.275
O -1.6363 3.6740 -1.8523 0.101 0.152 0.083
H -0.9553 6.0449 -2.6740 -0.201 -0.265 -0.111
H 0.4461 5.5017 -3.6050 -0.103 -0.362 -0.133
H 0.5067 5.6473 -1.8850 0.035 -0.447 0.140
H -0.1387 1.8104 -2.8802 -0.550 0.154 -0.024
H 1.1733 2.9060 -2.7562 0.132 0.221 -0.550
H 0.1122 2.9548 -4.2309 0.351 -0.039 0.006
C -3.1090 -3.2884 -1.2026 0.891 -0.103 0.500
C -2.1810 -2.6711 -2.2090 -0.623 0.360 -0.639
C -2.7887 -1.4769 -2.9252 -0.193 0.437 -0.227
O -1.0943 -3.1274 -2.4636 0.282 0.112 0.038
H -3.9030 -2.5979 -0.9368 -0.381 -0.381 -0.093
H -2.5437 -3.5248 -0.2976 -0.043 0.035 0.015
H -3.4022 -4.2611 -1.5984 -0.528 0.162 0.007
H -2.1740 -0.9720 -3.6691 0.428 -0.209 0.240
H -3.1334 -0.7513 -2.1836 0.184 0.044 0.060
H -3.7073 -1.7369 -3.4608 0.002 -0.419 0.181
C -6.4736 2.3611 0.5701 0.431 -0.445 -0.111
C -6.5101 1.4714 -0.6466 0.139 -0.921 -0.320
C -5.4244 0.4203 -0.7444 0.237 -0.141 0.518
O -7.3953 1.5217 -1.4670 -0.077 0.354 0.075
H -6.6206 1.8059 1.5011 -0.593 -0.214 -0.223
H -7.2383 3.1114 0.3958 0.286 0.366 0.456
H -5.4423 2.6849 0.7397 -0.177 0.690 -0.388
H -4.4189 0.8447 -0.7092 -0.076 0.128 0.200
H -5.4726 -0.2479 -1.6004 -0.443 0.250 -0.172
H -5.5551 -0.1849 0.1599 0.303 -0.076 -0.012
C -5.4379 -3.1754 3.8561 -0.464 -0.362 -0.680
C -4.3433 -3.3405 2.8064 0.197 0.358 0.845
C -3.2886 -2.2548 2.8464 0.360 -0.969 0.297
O -4.3065 -4.2415 2.0054 -0.163 -0.102 -0.016
H -5.3828 -3.8635 4.7007 0.579 0.047 0.003
H -6.3901 -3.4515 3.3943 -0.015 0.334 -0.058
H -5.4330 -2.1458 4.2034 -0.235 -0.031 0.165
H -3.6898 -1.3181 2.4748 0.153 0.057 -0.188
H -2.4226 -2.6287 2.2988 -0.105 0.432 -0.386
H -2.9286 -2.0968 3.8668 -0.293 0.085 0.091
C -0.6954 -0.6033 0.2662 0.675 0.186 0.671
C -1.4134 0.4091 1.1372 -0.176 0.410 -0.888
C -0.6707 1.6949 1.4054 -0.133 0.241 0.150
O -2.5847 0.3233 1.4117 -0.297 -0.247 0.277
H -0.8391 -0.2827 -0.7674 0.046 -0.101 -0.068
H -0.9818 -1.6448 0.3915 -0.461 0.113 0.008
H 0.3700 -0.5367 0.5010 0.071 -0.058 -0.305
H -0.9695 2.4129 0.6338 0.219 -0.233 -0.334
H 0.4061 1.5639 1.4308 0.022 0.178 -0.125
H -1.0272 2.1706 2.3165 0.102 -0.385 0.251
```
Forces are in eV/Å.

Total charge = 0
Orbital gap = 8.3 eV
Highest occupied orbital energy = -8.2 eV



# 6
Molecular formula: C3H3I
Method: DFT, the ωB97M-V functional and the def2-TZVPD basis

Structure (XYZ):
```
7
Properties=species:S:1:pos:R:3:forces:R:3
C 0.0717 -0.3149 2.0263 -0.958 2.931 -7.108
C -0.1284 0.1543 0.8711 0.895 -1.264 2.141
C -0.1326 0.6233 -0.4544 3.539 -0.355 2.363
I 0.2554 -1.8222 -3.6798 -0.017 0.089 0.137
H 0.0436 -0.7145 2.9302 0.051 -1.466 3.453
H 0.8448 1.0260 -0.8267 -0.924 -0.741 0.234
H -0.9545 1.0481 -0.8667 -2.586 0.807 -1.220
```
Forces are in eV/Å.

Total charge = 0
Orbital gap (spin up / spin down) = 9.2 / 5.5 eV
Energy relative to the best compared isomer or geometry (same formula, charge and spin) = 2.158 eV
Highest occupied orbital energy (spin up / spin down) = -10.2 / -8.7 eV



Calculated max |F| (hartree/bohr), listed in the same order as above: 0.1596 0.0711 0.0643 0.1319 0.0452 0.1507
Calculated E (eV), listed in the same order as above: -64538.88725 -35154.09430 -33590.49176 -22160.74214 -72442.35569 -11255.65070